1.
Molecular formula: C3H7N4S2
Method: DFT, wB97M-V/def2-TZVPD

XYZ file:
```
16
Properties=species:S:1:pos:R:3:forces:R:3:mulliken_charge:R:1
H 0.587 2.968 -0.243 0.4626 -2.2038 0.1245 0.25
N 0.852 1.922 -0.284 0.0469 0.8930 1.2449 -0.55
C 1.668 1.508 0.625 -0.1594 -0.3846 -1.6233 0.10
S 2.361 -0.127 0.604 -0.7896 0.6424 -0.0565 0.02
C 1.469 -0.910 -0.845 0.2010 2.8329 0.2905 -0.56
N 0.181 -1.236 -0.324 -1.6712 0.9591 -0.6572 -0.34
N -0.627 -0.250 -0.492 2.8132 -1.9372 0.9909 0.40
C -1.897 -0.374 0.063 -3.9434 1.6583 1.3669 0.24
N -2.247 -1.532 0.659 -1.6102 -0.0985 1.3833 -0.37
S -2.973 1.004 0.056 2.5237 -2.3352 -0.1938 -0.18
H 2.110 2.089 1.411 0.1344 0.5048 0.3518 0.39
H 2.150 -1.741 -0.914 -0.3564 -0.5695 -1.0616 0.38
H 1.301 -0.096 -1.660 1.2080 -1.8223 0.8806 0.45
H -0.030 0.728 -0.547 -1.1712 0.8214 -0.8402 0.21
H -1.781 -2.444 0.570 -0.0042 0.9743 -0.0268 0.26
H -3.123 -1.511 1.321 2.3156 0.0649 -2.1740 0.28
```
Positions in Å, forces in eV/Å.

Its net charge is +1. The energy comes out at -1133.5503 Eh. The calculation puts the LUMO energy (alpha / beta) at -0.2432 / -0.2440 Eh. The value obtained for the relative energy (zero: lowest compared OMol25 entry of this formula, charge and spin) is 272.7 kJ/mol. The value obtained for the HOMO energy (alpha / beta) is -12.92 / -12.90 eV. As for the SMILES: [H]/N=C/SC/N=[NH+]/C(N)=S. As for the gap between HOMO and LUMO (alpha / beta): 6.298 / 6.260 eV.



2.
Molecular formula: C3H7N5
Method: DFT, wB97M-V/def2-TZVPD

XYZ file:
```
15
Properties=species:S:1:pos:R:3:forces:R:3:mulliken_charge:R:1
H 1.795 2.491 0.209 0.0170 -0.4722 -0.5567 0.22
N 1.925 1.511 -0.077 -0.2547 0.9434 0.2483 -0.73
C 0.822 0.865 -0.065 0.1321 -0.8095 1.4270 0.38
N -0.545 1.222 0.146 0.7941 -0.7130 -0.9614 -0.25
C -1.318 0.051 -0.010 5.1343 -2.4915 0.4893 0.25
N -2.652 0.042 -0.071 -2.6577 -0.6454 -1.7589 -0.55
C -0.443 -1.021 0.010 -2.2264 0.2752 0.1399 -0.48
N 0.827 -0.533 -0.002 1.1969 0.8413 -0.2894 0.35
N 1.968 -1.353 0.037 -1.4475 0.0645 0.0162 -0.93
H -0.909 2.014 -0.340 0.0502 0.6945 -0.1282 0.30
H -2.899 -0.733 -0.730 -0.3032 1.0991 1.1791 0.31
H -2.977 -0.123 0.850 -1.2006 -0.2498 0.7441 0.28
H -0.599 -2.103 0.152 -0.1038 0.9162 -0.3760 0.36
H 2.586 -1.012 0.745 0.4070 0.3863 0.3114 0.25
H 2.418 -1.319 -0.854 0.4624 0.1610 -0.4849 0.24
```
Positions in Å, forces in eV/Å.

The energy comes out at -392.2411 Eh. The calculation puts the LUMO energy at 0.0309 Eh. The value obtained for the relative energy (zero: lowest compared OMol25 entry of this formula, charge and spin) is 152.1 kJ/mol. The value obtained for the HOMO energy is -7.05 eV. As for the SMILES: [H]/N=c1\[nH]c(N)cn1N. As for the gap between HOMO and LUMO: 7.894 eV.



3.
Molecular formula: C3H7N5
Method: DFT, wB97M-V/def2-TZVPD

XYZ file:
```
15
Properties=species:S:1:pos:R:3:forces:R:3:mulliken_charge:R:1
N 2.279 0.395 -0.372 2.5387 2.1307 1.5525 -0.51
C 1.788 -0.784 0.135 -2.5001 -1.1045 4.1764 -0.48
C 0.202 -0.502 0.086 -0.7547 -1.9400 2.1996 0.47
N -0.592 -1.520 0.011 0.6698 1.9467 -1.0867 -0.31
N -1.981 -1.259 -0.113 0.9089 -4.1275 1.0320 -0.39
C -2.495 -0.150 -0.117 0.9389 4.0868 -1.3628 -0.04
N -1.690 1.066 -0.028 -0.9430 1.5848 -1.3329 -0.35
N -0.288 0.882 0.331 -0.8715 -0.1164 0.6623 -0.31
H 1.860 1.240 0.081 0.6626 -1.2359 -1.3489 0.30
H 2.320 0.368 -1.344 -0.0291 0.6914 -1.6602 0.23
H 2.160 -1.064 1.327 -1.2316 1.2814 -2.8815 0.17
H 2.103 -1.747 -0.299 -0.5535 0.7908 -0.6430 0.30
H -3.550 -0.186 -0.417 0.2313 1.1109 0.5018 0.40
H -1.874 2.028 -0.617 0.5204 -3.7844 1.7162 0.28
H -0.242 1.232 1.336 0.4130 -1.3148 -1.5249 0.25
```
Positions in Å, forces in eV/Å.

The energy comes out at -392.1204 Eh. The calculation puts the LUMO energy at 0.0262 Eh. The value obtained for the relative energy (zero: lowest compared OMol25 entry of this formula, charge and spin) is 468.9 kJ/mol. The value obtained for the HOMO energy is -8.56 eV. As for the SMILES: NCC1=NN=CNN1. As for the gap between HOMO and LUMO: 9.267 eV.



4.
Molecular formula: C3H7N5
Method: DFT, wB97M-V/def2-TZVPD

XYZ file:
```
15
Properties=species:S:1:pos:R:3:forces:R:3:mulliken_charge:R:1
H 2.306 1.404 -0.761 1.1588 2.1464 0.7817 0.25
N 1.897 0.691 -1.278 -0.0782 -1.5549 -0.3335 -0.69
C 0.835 0.340 -0.704 -2.1859 1.3451 -0.7937 0.39
C -0.042 -0.716 -1.112 2.6075 -0.3057 -1.4678 -0.66
C -0.933 -0.892 -0.128 -0.1486 2.7603 -0.0831 0.51
N -1.878 -1.784 -0.053 -5.0703 -4.6846 1.3990 -0.47
N -0.935 0.184 0.818 -1.8397 0.2004 -4.3459 -0.42
N 0.067 1.179 0.338 1.8039 -4.3851 2.2374 -0.06
N 0.936 1.076 1.569 -2.4237 0.3634 -0.8472 -0.55
H 0.358 -1.239 -2.040 -1.3804 0.1673 1.5546 0.30
H -2.826 -1.778 0.665 4.2216 0.2604 -2.9152 0.31
H -1.757 -2.647 -0.695 -0.6327 2.1638 1.7659 0.25
H -0.685 -0.194 1.668 0.9497 -0.3327 2.5188 0.36
H 1.768 0.629 1.348 1.9508 -0.8597 -0.6224 0.25
H 1.081 2.010 1.717 1.0669 2.7153 1.1514 0.23
```
Positions in Å, forces in eV/Å.

The energy comes out at -392.1511 Eh. The calculation puts the LUMO energy at 0.0250 Eh. The value obtained for the relative energy (zero: lowest compared OMol25 entry of this formula, charge and spin) is 388.4 kJ/mol. The value obtained for the HOMO energy is -8.05 eV. As for the SMILES: [H]/N=c1/cc(N)[nH]n1N. As for the gap between HOMO and LUMO: 8.730 eV.



5.
Molecular formula: C3H7N5
Method: DFT, wB97M-V/def2-TZVPD

XYZ file:
```
15
Properties=species:S:1:pos:R:3:forces:R:3:mulliken_charge:R:1
N -0.844 0.441 2.501 1.5868 0.2813 0.1542 -0.64
C -0.395 1.083 1.282 0.1441 0.1956 0.2384 -0.58
C -0.140 0.226 0.103 -2.0120 -2.2831 -0.2335 0.42
N -0.608 -0.984 0.032 0.7249 1.2668 2.1309 -0.09
N -0.425 -1.711 -1.069 -0.1890 -1.0441 -1.9773 -0.68
C 0.524 -1.383 -1.886 -1.4079 -2.5130 0.0792 0.01
N 1.188 -0.221 -1.738 1.5982 1.7537 0.7587 -0.26
N 0.447 0.776 -1.010 1.4012 0.1690 -1.5476 -0.25
H -0.157 -0.265 2.801 -0.4791 0.3928 -0.2270 0.27
H -1.652 -0.050 2.235 -1.3005 -1.0166 0.0124 0.28
H -1.183 1.795 0.999 0.4175 0.2886 -0.0167 0.27
H 0.560 1.579 1.411 -0.0472 0.6599 0.4225 0.35
H 0.772 -2.148 -2.677 -0.0590 1.2446 0.7697 0.37
H 2.110 -0.301 -1.309 0.0209 0.0897 -0.4534 0.27
H -0.197 1.163 -1.676 -0.3990 0.5148 -0.1104 0.26
```
Positions in Å, forces in eV/Å.

The energy comes out at -392.1962 Eh. The calculation puts the LUMO energy at 0.0233 Eh. The value obtained for the relative energy (zero: lowest compared OMol25 entry of this formula, charge and spin) is 270.0 kJ/mol. The value obtained for the HOMO energy is -9.03 eV. As for the SMILES: NCC1=NN=CNN1. As for the gap between HOMO and LUMO: 9.666 eV.



6.
Molecular formula: C3H7N5O
Method: DFT, wB97M-V/def2-TZVPD

XYZ file:
```
16
Properties=species:S:1:pos:R:3:forces:R:3:mulliken_charge:R:1
C 1.109 0.658 0.342 -5.0795 1.4759 1.3782 0.68
C -0.221 -1.434 -0.036 0.3601 -0.6514 1.1992 0.03
C -2.131 0.023 0.177 0.7111 2.5026 0.6656 0.19
H 1.152 2.595 -0.669 1.4521 -3.9403 0.2115 0.31
H 1.340 1.209 -1.695 -0.0786 -0.7408 0.4853 0.26
H 0.055 0.143 2.104 1.3834 0.3664 -1.5478 0.32
H 2.828 -1.226 0.369 -0.6079 0.0830 0.0484 0.34
H 0.288 -2.441 -0.044 -1.7290 0.4359 -0.1340 0.32
H -1.606 0.488 1.177 -2.1023 0.4653 -2.5102 0.28
H -3.567 -0.171 -1.429 3.0939 2.8809 2.8365 0.28
N 1.522 1.504 -0.744 -1.3336 4.4352 2.7141 -0.58
N 0.415 0.898 1.466 2.1975 1.8799 -1.9220 -0.87
N 0.946 -0.615 -0.083 1.6731 -2.0590 -1.0820 -0.01
N -1.515 -1.208 0.172 3.2369 -1.7619 -2.2778 -0.54
N -2.956 0.654 -0.644 -0.7048 -4.6659 0.1216 -0.59
O 2.341 -1.076 -0.462 -2.4723 -0.7059 -0.1865 -0.42
```
Positions in Å, forces in eV/Å.

The energy comes out at -467.2941 Eh. The calculation puts the LUMO energy at 0.0060 Eh. The value obtained for the relative energy (zero: lowest compared OMol25 entry of this formula, charge and spin) is 668.4 kJ/mol. The value obtained for the HOMO energy is -9.24 eV. As for the gap between HOMO and LUMO: 9.405 eV.



7.
Molecular formula: C3H7N5O
Method: DFT, wB97M-V/def2-TZVPD

XYZ file:
```
16
Properties=species:S:1:pos:R:3:forces:R:3:mulliken_charge:R:1
C 0.594 -0.365 -2.152 2.2907 2.0685 5.2206 0.29
C -0.276 -0.584 0.485 0.7631 -1.3912 0.9789 -0.45
C 0.973 0.041 -0.204 -0.4320 -1.4604 -1.0044 -0.10
N -0.207 -1.228 -2.630 -1.1687 -0.2742 -1.0497 -0.26
N 0.910 0.542 -3.083 -0.3844 -0.5560 0.4826 0.21
N -0.413 -0.808 -3.933 -0.0525 -0.2723 -0.3960 -0.29
N 0.273 0.245 -4.192 -0.7788 -0.9142 -0.7629 -0.40
N -1.337 0.356 0.307 -0.3655 0.7670 -2.3052 -0.58
O 1.071 1.396 0.093 1.1568 -1.2625 -1.0871 -0.48
H -0.074 -0.675 1.573 0.3207 1.0338 -0.2483 0.36
H -0.551 -1.699 0.427 0.6634 1.3594 -1.5644 0.32
H 1.946 -0.390 0.157 -1.0077 0.0381 -1.0696 0.34
H -1.760 0.385 -0.656 0.8323 -0.4668 1.1669 0.20
H -2.060 0.102 0.903 -1.6851 -0.1388 1.2654 0.23
H 0.245 1.819 -0.104 -1.1291 0.2377 0.1470 0.40
H 1.599 1.232 -3.089 0.9769 1.2320 0.2262 0.22
```
Positions in Å, forces in eV/Å.

The energy comes out at -467.4105 Eh. The calculation puts the LUMO energy at 0.0270 Eh. The value obtained for the relative energy (zero: lowest compared OMol25 entry of this formula, charge and spin) is 362.8 kJ/mol. The value obtained for the HOMO energy is -10.10 eV. As for the gap between HOMO and LUMO: 10.833 eV.



8.
Molecular formula: C3H7NO
Method: DFT, wB97M-V/def2-TZVPD

XYZ file:
```
12
Properties=species:S:1:pos:R:3:forces:R:3:mulliken_spin:R:1
C -2.954 3.932 0.264 0.7885 0.1462 -0.2538 0.58
N -4.069 3.214 0.302 -3.1623 -0.7015 -1.2777 0.32
H -2.930 4.997 0.600 0.6873 -0.4611 -0.4804 0.03
H -2.111 3.264 -0.018 0.5762 1.2625 0.6842 0.00
H -4.901 3.655 -0.225 1.1062 -0.2414 1.3239 0.06
C 2.348 -2.709 -1.034 -1.9775 -1.4630 3.8902 0.00
C 2.076 -2.911 0.284 2.0652 0.3081 -0.4756 0.00
O 2.810 -2.332 1.327 -3.2857 -2.1337 0.4831 0.00
H 1.651 -3.196 -1.613 -1.2536 -1.1403 -1.6314 0.00
H 3.100 -2.228 -1.531 1.8362 1.6800 -0.5876 0.00
H 1.412 -3.724 0.663 0.1670 1.3153 -0.4531 0.00
H 3.569 -1.961 0.982 2.4525 1.4289 -1.2218 0.00
```
Positions in Å, forces in eV/Å.

Its net charge is -1. Its expectation value of S² is 0.75. The energy comes out at -248.3367 Eh. As for the multiplicity: 2. The calculation puts the LUMO energy (alpha / beta) at 0.0967 / 0.0967 Eh. The value obtained for the relative energy (zero: lowest compared OMol25 entry of this formula, charge and spin) is 314.0 kJ/mol. The value obtained for the HOMO energy (alpha / beta) is 0.90 / -1.42 eV. As for the gap between HOMO and LUMO (alpha / beta): 1.729 / 4.053 eV.